No. 1
The following is a quantum chemistry calculation of a cluster of 7 separate species, C28H63B3NO8 in total, from OMol25.

The geometry in XYZ format:
```
103
C28H63B3NO8 | OMol25 | the ωB97M-V functional and the def2-TZVPD basis
C 1.837 -0.305 5.750
C 1.927 -0.065 4.206
B 0.594 -0.541 3.380
O -0.502 -1.102 4.112
B 0.650 -0.363 1.712
B 0.300 1.181 1.197
O -1.096 1.538 1.059
N 1.270 2.263 0.829
C 1.708 3.047 1.986
C 2.431 1.758 0.110
H 2.631 0.279 6.241
H 0.883 0.014 6.171
H 2.022 -1.342 6.040
H 1.994 1.015 4.047
H 2.749 -0.606 3.741
H -0.781 -1.917 3.728
H 1.744 -0.765 1.376
H -0.186 -1.126 1.241
H -1.525 0.987 1.703
H 2.713 2.703 2.276
H 1.829 4.092 1.665
H 1.044 2.959 2.844
H 3.145 1.214 0.742
H 2.984 2.638 -0.272
H 2.132 1.190 -0.771
C -1.311 0.409 -3.307
C -1.812 1.381 -2.255
C -0.983 2.615 -2.545
O -0.709 2.602 -3.960
C -1.071 1.325 -4.495
H -2.011 -0.397 -3.529
H -0.367 -0.037 -2.980
H -2.869 1.595 -2.422
H -1.693 1.023 -1.233
H -0.026 2.586 -2.012
H -1.497 3.540 -2.280
H -1.983 1.451 -5.091
H -0.274 0.968 -5.152
C 3.157 -5.043 3.707
C 4.348 -5.259 4.621
C 4.903 -3.851 4.739
O 3.797 -2.952 4.625
C 2.648 -3.685 4.163
H 2.401 -5.824 3.781
H 3.490 -4.987 2.667
H 4.010 -5.612 5.599
H 5.077 -5.972 4.235
H 5.606 -3.632 3.926
H 5.409 -3.679 5.691
H 1.952 -3.785 5.004
H 2.151 -3.128 3.368
C -5.343 -2.098 -2.102
C -5.847 -1.128 -1.047
C -5.017 0.112 -1.338
O -4.751 0.101 -2.749
C -5.111 -1.177 -3.286
H -6.037 -2.903 -2.324
H -4.395 -2.539 -1.778
H -6.909 -0.918 -1.212
H -5.726 -1.487 -0.026
H -4.059 0.083 -0.810
H -5.531 1.037 -1.072
H -6.026 -1.054 -3.877
H -4.316 -1.529 -3.947
C 7.489 0.717 1.792
C 7.213 2.213 1.810
C 5.695 2.247 1.728
O 5.225 1.062 2.376
C 6.321 0.175 2.602
H 8.458 0.443 2.210
H 7.440 0.342 0.767
H 7.548 2.643 2.758
H 7.693 2.761 0.999
H 5.352 2.227 0.689
H 5.265 3.123 2.217
H 6.545 0.176 3.675
H 6.033 -0.836 2.310
C 3.401 5.706 -3.937
C 2.331 4.734 -3.465
C 3.082 3.417 -3.446
O 4.451 3.737 -3.148
C 4.644 5.149 -3.259
H 3.204 6.744 -3.671
H 3.507 5.645 -5.024
H 2.014 4.993 -2.451
H 1.447 4.708 -4.100
H 3.056 2.921 -4.422
H 2.692 2.731 -2.695
H 4.759 5.557 -2.248
H 5.559 5.349 -3.819
C -10.279 -4.152 -2.034
C -10.602 -3.052 -3.032
C -9.268 -2.332 -3.145
O -8.253 -3.319 -2.928
C -8.854 -4.515 -2.421
H -10.959 -5.002 -2.081
H -10.301 -3.752 -1.017
H -10.874 -3.490 -3.996
H -11.412 -2.395 -2.717
H -9.165 -1.560 -2.374
H -9.119 -1.868 -4.121
H -8.838 -5.269 -3.215
H -8.269 -4.886 -1.578
```

Output
Total charge   -1
E_LUMO   2.10 eV
Frontier orbital gap   0.2137 hartree
HOMO   -3.7 eV

---

No. 2
The following is a quantum chemistry calculation of a structure of composition C28H64B2Cs2O14S7, from OMol25.

The geometry in XYZ format:
```
117
C28H64B2Cs2O14S7 | OMol25 | the ωB97M-V functional and the def2-TZVPD basis
Cs -0.805 -0.936 0.714
Cs -2.494 -4.521 3.058
B -3.316 -1.328 3.173
H -3.746 -2.306 3.320
H -3.670 -0.567 3.852
H -2.274 -1.514 3.381
H -3.467 -1.096 2.130
B 0.015 -4.104 0.917
H -0.279 -5.039 1.367
H 0.007 -4.187 -0.159
H -0.851 -3.558 1.259
H 0.883 -3.702 1.416
C 0.021 -4.080 -3.873
C -0.935 -2.954 -3.358
C -1.750 -2.413 -4.570
S -2.071 -3.739 -5.694
O -1.941 -3.325 -7.116
O -3.254 -4.429 -5.143
C -0.771 -4.868 -5.073
H 0.414 -4.755 -3.113
H 0.832 -3.626 -4.442
H -0.441 -2.255 -2.685
H -1.461 -3.568 -2.626
H -1.293 -1.562 -5.075
H -2.686 -2.109 -4.102
H -0.254 -5.480 -5.812
H -1.358 -5.686 -4.656
C -2.166 3.575 2.771
C -1.890 3.444 4.282
C -3.008 2.566 4.929
S -4.609 3.311 4.069
O -5.050 4.453 4.907
O -5.672 2.372 3.862
C -3.708 3.804 2.473
H -1.962 2.540 2.497
H -1.450 4.273 2.337
H -1.647 4.362 4.817
H -0.924 2.967 4.448
H -3.010 2.453 6.013
H -2.996 1.591 4.443
H -4.311 4.601 2.038
H -3.689 3.097 1.644
C 5.119 -2.313 -2.409
C 4.451 -3.468 -1.567
C 2.900 -3.428 -1.646
S 2.521 -1.694 -2.399
O 1.678 -0.839 -1.598
O 2.333 -1.761 -3.901
C 4.223 -1.113 -2.105
H 5.035 -2.635 -3.447
H 6.147 -2.356 -2.050
H 4.679 -3.452 -0.501
H 4.804 -4.459 -1.852
H 2.347 -3.682 -0.742
H 2.538 -4.181 -2.346
H 4.358 -0.738 -1.091
H 4.303 -0.313 -2.842
C 2.464 2.594 3.822
C 3.848 2.256 3.231
C 3.538 2.111 1.692
S 2.134 3.252 1.315
O 1.015 2.512 0.829
O 2.658 4.438 0.599
C 1.776 3.639 3.037
H 2.582 2.994 4.829
H 1.971 1.636 3.984
H 4.080 1.297 3.695
H 4.469 3.096 3.540
H 3.176 1.095 1.533
H 4.338 2.259 0.967
H 0.711 3.693 3.262
H 2.009 4.691 3.199
C 0.364 -3.832 5.674
C 1.611 -4.374 5.038
C 2.694 -3.219 5.027
S 1.919 -1.626 5.485
O 2.117 -0.785 4.260
O 2.206 -1.398 6.900
C 0.265 -2.381 5.391
H 0.638 -4.092 6.697
H -0.612 -4.175 5.330
H 1.504 -4.740 4.016
H 2.078 -5.252 5.485
H 3.036 -3.010 4.014
H 3.566 -3.333 5.671
H -0.034 -2.206 4.357
H -0.654 -1.924 5.758
C 2.983 3.560 -4.632
C 2.935 2.575 -3.420
C 1.629 1.784 -3.419
S 0.463 3.152 -3.897
O 0.178 4.102 -2.820
O -0.703 2.524 -4.680
C 1.623 4.112 -4.999
H 3.425 3.148 -5.539
H 3.681 4.379 -4.457
H 2.911 3.128 -2.481
H 3.858 1.996 -3.435
H 1.377 1.204 -2.531
H 1.627 1.084 -4.254
H 1.343 5.162 -4.915
H 1.526 3.667 -5.989
C -4.698 1.781 -3.830
C -4.525 3.268 -3.453
C -3.400 3.320 -2.356
S -3.954 1.978 -1.242
O -4.959 2.577 -0.273
O -2.796 1.243 -0.667
C -4.888 1.033 -2.491
H -3.733 1.515 -4.261
H -5.556 1.555 -4.464
H -5.511 3.400 -3.009
H -4.435 4.049 -4.207
H -3.128 4.189 -1.756
H -2.441 2.903 -2.663
H -5.934 1.171 -2.213
H -4.764 -0.046 -2.410
```

Output
E_LUMO   -0.39 eV
Energy above the lowest of the compared OMol25 structures with the same formula, charge and spin   112.87 kcal per mole
Frontier orbital gap   0.3212 hartree
HOMO   -9.1 eV

---

No. 3
The following is a quantum chemistry calculation of a cluster of 6 separate species, C28H65N3O6 in total, from OMol25.

The geometry in XYZ format:
```
102
C28H65N3O6 | OMol25 | the ωB97M-V functional and the def2-TZVPD basis
C -0.729 -1.136 0.281
O -0.550 -0.398 -0.937
H 0.128 -0.955 0.929
H -1.730 -0.878 0.628
H -0.585 -2.203 0.112
H -0.001 -0.946 -1.503
C 1.739 4.221 1.454
C 0.388 4.383 0.684
C -0.858 4.149 1.595
C -1.340 5.445 2.316
C -1.574 6.605 1.242
C -0.335 6.867 0.286
N 0.345 5.607 -0.160
O 1.485 5.848 -0.957
C -0.926 7.789 -0.930
C 0.690 7.767 1.125
C 0.070 3.300 -0.324
H 2.514 3.910 0.754
H 1.651 3.594 2.341
H 2.091 5.152 1.899
H -1.817 3.954 1.116
H -0.733 3.297 2.263
H -0.583 5.805 3.013
H -2.303 5.245 2.786
H -1.955 7.492 1.749
H -2.420 6.241 0.659
H -1.166 8.801 -0.602
H -0.253 7.861 -1.784
H -1.878 7.594 -1.422
H 1.100 8.533 0.467
H 0.178 8.409 1.841
H 1.400 7.152 1.679
H -0.958 3.222 -0.678
H 0.125 2.273 0.036
H 0.809 3.264 -1.124
H 1.032 5.821 -1.803
C 0.781 -3.732 2.579
C 0.263 -4.874 3.508
C 0.076 -4.351 4.953
C -1.278 -3.598 5.239
C -2.488 -4.558 4.783
C -2.384 -4.931 3.273
N -1.008 -5.415 2.898
O -0.922 -5.909 1.580
C -3.492 -6.015 3.144
C -2.725 -3.716 2.390
C 1.320 -6.042 3.449
H 1.698 -3.333 3.011
H 0.932 -4.015 1.537
H 0.116 -2.871 2.651
H 0.327 -5.144 5.658
H 0.819 -3.594 5.203
H -1.445 -3.184 6.234
H -1.232 -2.712 4.607
H -3.388 -3.977 4.984
H -2.453 -5.465 5.387
H -3.540 -6.316 2.097
H -4.517 -5.736 3.386
H -3.190 -6.904 3.697
H -3.690 -3.403 2.790
H -2.865 -4.152 1.401
H -1.985 -2.923 2.501
H 1.592 -6.271 2.418
H 2.203 -5.911 4.074
H 0.950 -6.959 3.907
H -0.628 -6.820 1.655
C 0.042 -2.783 -3.820
C 0.646 -1.493 -4.383
C -0.477 -0.427 -4.329
C -0.010 1.058 -4.519
C 1.170 1.274 -3.525
C 2.327 0.311 -3.524
N 1.710 -1.093 -3.521
O 2.741 -1.997 -3.491
C 3.378 0.614 -4.700
C 3.169 0.516 -2.128
C 1.086 -1.625 -5.849
H 0.698 -3.653 -3.857
H -0.838 -3.081 -4.389
H -0.292 -2.730 -2.784
H -1.170 -0.648 -5.141
H -0.997 -0.636 -3.394
H -0.880 1.676 -4.295
H 0.235 1.284 -5.557
H 0.810 1.358 -2.499
H 1.526 2.292 -3.679
H 3.062 0.366 -5.714
H 3.729 1.645 -4.664
H 4.139 -0.128 -4.460
H 3.072 1.551 -1.801
H 2.639 -0.009 -1.333
H 4.211 0.242 -2.290
H 0.276 -2.100 -6.403
H 1.938 -2.293 -5.977
H 1.354 -0.702 -6.362
H 2.615 -2.446 -2.652
O 2.468 -3.282 -0.385
H 1.795 -3.492 -1.032
H 2.655 -4.116 0.046
O -3.462 1.454 -0.861
H -2.521 1.291 -0.803
H -3.746 1.549 0.048
```

Output
2S+1   2
Total charge   -1
E_LUMO (spin up / spin down)   2.13 / 2.11 eV
Frontier orbital gap (spin up / spin down)   0.0648 / 0.2768 hartree
HOMO (spin up / spin down)   0.4 / -5.4 eV

---

No. 4
The following is a quantum chemistry calculation of a cluster of 4 separate species, C28H66BFN2O9P in total, from OMol25.

The geometry in XYZ format:
```
108
C28H66BFN2O9P | OMol25 | the ωB97M-V functional and the def2-TZVPD basis
C -2.160 3.389 3.452
C -2.474 1.908 3.296
O -3.655 1.745 2.495
P -4.268 0.276 2.224
O -4.989 -0.286 3.378
C -2.944 -0.752 1.581
C -2.686 -0.703 0.056
B -1.101 -0.758 -0.391
C -0.339 0.602 0.156
C -0.957 1.934 -0.332
C 0.135 2.849 -0.885
C -0.346 4.159 -1.487
N -0.915 5.033 -0.450
C -0.385 -2.161 0.231
C 0.992 -1.961 0.761
C 1.099 -1.553 2.226
N 2.039 -2.093 0.035
C -1.111 -0.802 -2.041
C 0.179 -0.666 -2.836
C 0.011 0.013 -4.185
F 0.709 -1.960 -3.085
O -5.244 0.611 1.010
C -5.207 1.760 0.157
C -5.502 1.339 -1.277
H -2.497 3.900 2.548
H -1.076 3.502 3.520
H -2.655 3.820 4.322
H -2.654 1.434 4.267
H -1.643 1.398 2.808
H -3.223 -1.757 1.914
H -2.030 -0.507 2.131
H -3.225 -1.547 -0.396
H -3.141 0.197 -0.377
H -0.322 0.601 1.255
H 0.722 0.598 -0.135
H -1.490 2.447 0.479
H -1.698 1.755 -1.123
H 0.869 3.054 -0.101
H 0.652 2.270 -1.662
H 0.487 4.696 -1.949
H -1.074 3.922 -2.279
H -1.150 5.935 -0.851
H -1.792 4.642 -0.121
H -1.004 -2.563 1.041
H -0.347 -2.920 -0.556
H 1.363 -0.494 2.298
H 0.169 -1.713 2.772
H 1.889 -2.132 2.715
H 2.870 -1.880 0.592
H -1.532 -1.774 -2.343
H -1.814 -0.043 -2.421
H 0.947 -0.140 -2.258
H -0.994 -0.155 -4.585
H 0.736 -0.386 -4.899
H 0.170 1.088 -4.092
H -4.234 2.244 0.243
H -5.967 2.452 0.531
H -6.541 1.530 -1.554
H -5.282 0.279 -1.400
H -4.867 1.885 -1.977
C 3.508 1.897 -2.435
O 2.856 1.086 -3.387
C 3.666 0.622 -4.443
C 4.094 -0.815 -4.212
O 4.862 -0.972 -3.037
C 4.088 -1.402 -1.917
H 2.929 1.813 -1.516
H 4.539 1.590 -2.245
H 3.510 2.945 -2.759
H 4.540 1.272 -4.574
H 3.074 0.657 -5.364
H 4.707 -1.137 -5.062
H 3.206 -1.455 -4.170
H 3.906 -2.479 -1.960
H 3.124 -0.896 -1.861
H 4.666 -1.176 -1.021
C 0.528 -7.739 -1.260
O -0.689 -8.183 -1.837
C -1.839 -7.789 -1.111
C -2.459 -6.503 -1.624
O -1.598 -5.398 -1.495
C -0.891 -5.061 -2.679
H 1.293 -7.796 -2.032
H 0.456 -6.709 -0.907
H 0.819 -8.386 -0.424
H -1.597 -7.676 -0.048
H -2.573 -8.594 -1.206
H -3.352 -6.298 -1.024
H -2.776 -6.631 -2.666
H -1.527 -4.481 -3.355
H -0.536 -5.956 -3.197
H -0.043 -4.440 -2.395
C 2.014 2.768 3.192
O 1.623 3.913 3.937
C 1.602 3.700 5.332
C 2.867 4.171 6.021
O 4.023 3.467 5.607
C 4.748 4.112 4.577
H 2.332 3.109 2.209
H 2.837 2.237 3.675
H 1.172 2.078 3.062
H 1.422 2.642 5.556
H 0.763 4.274 5.739
H 2.756 4.006 7.097
H 2.996 5.247 5.855
H 5.367 4.921 4.983
H 4.085 4.521 3.813
H 5.399 3.366 4.122
```

Output
Total charge   -1
E_LUMO   2.45 eV
Frontier orbital gap   0.2964 hartree
HOMO   -5.6 eV

---

Strongest force on any atom values (in eV/Å) by entry order: 2.59 4.88 3.71 0.50.